(1)
10 unconnected molecules or ions with the total composition C18H56N2O10, computed with ωB97M-V with the def2-TZVPD basis set.

ORCA input file:
```
! RIJCOSX wB97M-V def2-TZVPD def2/J DEFGRID3
* xyz 0 1
C 15.99 0.50 -4.80
O 15.35 1.16 -5.82
H 16.84 0.02 -5.25
H 15.31 -0.20 -4.30
H 16.40 1.23 -4.09
H 14.76 1.81 -5.39
C 17.14 -2.06 -3.12
O 16.13 -1.70 -2.20
H 17.69 -1.18 -3.49
H 16.63 -2.56 -3.97
H 17.80 -2.78 -2.64
H 15.31 -2.22 -2.33
C 15.19 -5.36 -5.50
O 14.12 -5.67 -4.68
H 15.62 -4.36 -5.27
H 14.83 -5.33 -6.56
H 15.93 -6.14 -5.44
H 14.11 -6.61 -4.71
C 13.38 -2.25 -6.18
O 14.60 -2.24 -5.52
H 13.58 -1.73 -7.08
H 12.60 -1.72 -5.64
H 13.12 -3.27 -6.36
H 14.36 -2.43 -4.64
C 13.32 -4.57 -9.23
O 12.98 -5.38 -8.12
H 12.50 -4.58 -9.99
H 14.28 -4.89 -9.63
H 13.29 -3.50 -8.88
H 13.05 -6.31 -8.38
C 15.65 -1.43 -8.92
O 15.95 -1.54 -10.27
N 15.72 -2.48 -8.14
N 15.39 -0.35 -8.30
H 15.93 -3.33 -8.56
H 15.37 -2.45 -7.16
H 15.76 0.48 -8.75
H 15.14 -0.17 -7.34
C 13.02 -1.52 -2.24
C 13.07 -3.02 -2.48
C 11.87 -3.43 -3.35
O 14.13 -3.42 -3.08
H 12.03 -1.24 -1.91
H 13.27 -0.87 -3.07
H 13.62 -1.34 -1.34
H 12.96 -3.49 -1.54
H 11.01 -3.61 -2.72
H 12.02 -4.38 -3.86
H 11.68 -2.77 -4.15
H 13.99 -4.28 -3.39
C 12.19 1.12 -6.19
C 10.94 0.95 -7.02
C 10.49 -0.50 -6.89
O 9.98 1.70 -6.70
H 12.99 0.63 -6.76
H 12.07 0.60 -5.28
H 12.43 2.15 -5.96
H 11.07 1.13 -8.08
H 10.28 -0.72 -5.84
H 11.21 -1.16 -7.30
H 9.57 -0.70 -7.40
H 9.36 1.70 -7.45
C 12.78 -1.72 -11.26
C 12.53 -0.42 -10.52
C 11.12 0.08 -10.71
O 12.75 -0.50 -9.28
H 13.81 -2.05 -11.26
H 12.49 -1.55 -12.27
H 12.22 -2.47 -10.78
H 13.19 0.32 -11.01
H 10.92 0.25 -11.75
H 10.91 1.00 -10.14
H 10.41 -0.72 -10.43
H 13.68 -0.40 -9.09
C 10.09 -3.47 -8.56
C 9.79 -4.45 -7.47
C 9.87 -3.76 -6.19
O 8.65 -4.96 -7.54
H 10.11 -4.05 -9.49
H 11.11 -3.10 -8.38
H 9.45 -2.64 -8.63
H 10.53 -5.24 -7.54
H 9.78 -4.47 -5.36
H 9.18 -2.93 -5.99
H 10.92 -3.48 -6.17
H 8.54 -5.34 -6.68
*
```

Calculated values
Max |F| in eV/A: 10.04
HOMO level in eV: -9.226
ΔE to the lowest compared entry with this formula, charge and spin in kcal/mol: 26.88

And the Mulliken charges, in e, turn out to be: number 1, C, carries -0.90; number 2, O, carries -0.58; number 3, H, carries 0.27; number 4, H, carries 0.39; number 5, H, carries 0.43; number 6, H, carries 0.34; number 7, C, carries -0.39; number 8, O, carries -0.63; number 9, H, carries 0.22; number 10, H, carries -0.04; number 11, H, carries 0.32; number 12, H, carries 0.28; number 13, C, carries -0.05; number 14, O, carries -0.51; number 15, H, carries -0.18; number 16, H, carries -0.06; number 17, H, carries 0.49; number 18, H, carries 0.28; number 19, C, carries 2.36; number 20, O, carries 0.12; number 21, H, carries -1.44; number 22, H, carries -0.14; number 23, H, carries 0.41; number 24, H, carries -0.99; number 25, C, carries -0.26; number 26, O, carries -0.48; number 27, H, carries 0.35; number 28, H, carries 0.49; number 29, H, carries -0.32; number 30, H, carries 0.25; number 31, C, carries 0.45; number 32, O, carries -0.78; number 33, N, carries -0.09; number 34, N, carries -0.17; number 35, H, carries 0.26; number 36, H, carries -0.02; number 37, H, carries 0.24; number 38, H, carries -0.06; number 39, C, carries -1.78; number 40, C, carries 0.95; number 41, C, carries -1.31; number 42, O, carries -0.45; number 43, H, carries 0.54; number 44, H, carries 0.11; number 45, H, carries 0.50; number 46, H, carries 0.66; number 47, H, carries 0.49; number 48, H, carries 0.35; number 49, H, carries 0.12; number 50, H, carries 0.04; number 51, C, carries -1.15; number 52, C, carries 0.87; number 53, C, carries -0.51; number 54, O, carries -0.60; number 55, H, carries 0.23; number 56, H, carries 0.27; number 57, H, carries 0.51; number 58, H, carries -0.43; number 59, H, carries 0.24; number 60, H, carries -0.35; number 61, H, carries 0.55; number 62, H, carries 0.44; number 63, C, carries -1.23; number 64, C, carries 0.74; number 65, C, carries -1.41; number 66, O, carries -0.04; number 67, H, carries 0.29; number 68, H, carries 0.55; number 69, H, carries -0.01; number 70, H, carries 0.26; number 71, H, carries 0.51; number 72, H, carries 0.33; number 73, H, carries 0.14; number 74, H, carries -0.33; number 75, C, carries -1.01; number 76, C, carries 0.79; number 77, C, carries -0.99; number 78, O, carries -0.56; number 79, H, carries 0.44; number 80, H, carries -0.20; number 81, H, carries 0.52; number 82, H, carries -0.08; number 83, H, carries 0.68; number 84, H, carries 0.18; number 85, H, carries -0.17; number 86, H, carries 0.45



(2)
8 unconnected molecules or ions with the total composition C18H56N3O12, computed with ωB97M-V with the def2-TZVPD basis set.

ORCA input file:
```
! RIJCOSX wB97M-V def2-TZVPD def2/J DEFGRID3
* xyz 1 1
N -0.96 0.16 0.32
H -1.44 0.43 -0.52
H -0.14 0.75 0.43
H -0.69 -0.81 0.24
H -1.45 0.30 1.19
C 2.36 5.10 5.31
C 3.93 5.51 5.31
C 4.81 4.32 5.31
O 4.55 3.57 6.48
C 4.70 4.23 7.72
N 3.95 6.24 4.02
H 1.63 5.90 5.31
H 2.11 4.51 6.20
H 2.16 4.34 4.55
H 4.24 6.22 6.07
H 5.87 4.55 5.19
H 4.74 3.67 4.43
H 4.82 3.42 8.43
H 3.86 4.86 8.01
H 5.55 4.91 7.61
H 4.83 6.69 3.81
H 3.32 7.02 4.09
C -4.07 -5.71 1.49
C -2.75 -6.46 1.39
C -2.86 -7.98 1.15
O -3.64 -8.24 0.03
C -4.24 -9.46 0.03
N -2.03 -5.83 0.25
H -4.42 -5.82 2.52
H -4.84 -6.10 0.81
H -4.05 -4.65 1.27
H -1.92 -6.45 2.09
H -3.38 -8.23 2.08
H -1.92 -8.51 1.12
H -5.30 -9.28 0.20
H -3.81 -10.20 0.71
H -4.15 -9.82 -0.99
H -2.56 -5.90 -0.61
H -1.22 -6.38 0.00
C 1.68 7.52 -2.85
C 0.85 6.48 -2.03
O 1.41 5.41 -1.36
O 2.42 6.97 -3.90
H 2.28 7.81 -1.99
H 1.05 8.36 -3.15
H 0.21 6.06 -2.81
H 0.08 6.93 -1.39
H 1.94 5.66 -0.60
H 2.07 7.48 -4.63
C -4.46 2.55 3.82
C -4.43 3.57 2.65
O -4.50 3.14 1.35
O -3.21 1.97 4.03
H -5.16 1.72 3.81
H -4.82 3.09 4.69
H -3.56 4.21 2.80
H -5.29 4.24 2.62
H -5.37 3.40 1.02
H -3.00 1.99 4.97
C 5.52 -2.80 1.42
C 5.41 -4.32 1.78
O 6.73 -4.75 1.58
O 4.36 -2.13 1.92
H 5.60 -2.73 0.34
H 6.45 -2.28 1.68
H 4.64 -4.90 1.28
H 5.25 -4.37 2.86
H 7.18 -4.23 2.25
H 4.33 -2.07 2.88
C -5.17 -3.39 -6.06
C -6.09 -2.68 -7.07
O -5.37 -2.07 -8.14
O -4.58 -2.52 -5.17
H -4.42 -3.96 -6.61
H -5.62 -4.25 -5.56
H -6.57 -1.86 -6.54
H -6.84 -3.34 -7.53
H -5.96 -1.57 -8.70
H -3.87 -2.02 -5.57
C 1.84 0.75 -6.67
C 3.22 0.23 -7.07
O 3.28 0.10 -8.51
O 0.87 -0.23 -6.46
H 1.35 1.54 -7.25
H 2.00 1.16 -5.67
H 3.37 -0.74 -6.59
H 4.07 0.83 -6.74
H 2.43 -0.23 -8.83
H 0.79 -0.60 -7.35
*
```

Calculated values
Max |F| in eV/A: 4.01
HOMO level in eV: -10.854
ΔE to the lowest compared entry with this formula, charge and spin in kcal/mol: 44.00

And the Mulliken charges, in e, turn out to be: number 1, N, carries -0.49; number 2, H, carries 0.37; number 3, H, carries 0.38; number 4, H, carries 0.39; number 5, H, carries 0.33; number 6, C, carries -1.26; number 7, C, carries 0.51; number 8, C, carries -0.78; number 9, O, carries -0.36; number 10, C, carries -0.71; number 11, N, carries -0.70; number 12, H, carries 0.38; number 13, H, carries 0.32; number 14, H, carries 0.33; number 15, H, carries 0.26; number 16, H, carries 0.34; number 17, H, carries 0.36; number 18, H, carries 0.24; number 19, H, carries 0.25; number 20, H, carries 0.34; number 21, H, carries 0.24; number 22, H, carries 0.24; number 23, C, carries -1.41; number 24, C, carries 0.41; number 25, C, carries -0.68; number 26, O, carries -0.30; number 27, C, carries -0.81; number 28, N, carries -0.79; number 29, H, carries 0.34; number 30, H, carries 0.30; number 31, H, carries 0.40; number 32, H, carries 0.40; number 33, H, carries 0.36; number 34, H, carries 0.41; number 35, H, carries 0.26; number 36, H, carries 0.37; number 37, H, carries 0.24; number 38, H, carries 0.26; number 39, H, carries 0.26; number 40, C, carries -0.30; number 41, C, carries -0.52; number 42, O, carries -0.51; number 43, O, carries -0.47; number 44, H, carries 0.20; number 45, H, carries 0.33; number 46, H, carries 0.25; number 47, H, carries 0.37; number 48, H, carries 0.30; number 49, H, carries 0.34; number 50, C, carries -0.37; number 51, C, carries -0.42; number 52, O, carries -0.53; number 53, O, carries -0.51; number 54, H, carries 0.29; number 55, H, carries 0.32; number 56, H, carries 0.22; number 57, H, carries 0.35; number 58, H, carries 0.35; number 59, H, carries 0.30; number 60, C, carries -0.47; number 61, C, carries -0.26; number 62, O, carries -0.50; number 63, O, carries -0.52; number 64, H, carries 0.27; number 65, H, carries 0.35; number 66, H, carries 0.27; number 67, H, carries 0.24; number 68, H, carries 0.31; number 69, H, carries 0.30; number 70, C, carries -0.45; number 71, C, carries -0.32; number 72, O, carries -0.53; number 73, O, carries -0.54; number 74, H, carries 0.26; number 75, H, carries 0.35; number 76, H, carries 0.26; number 77, H, carries 0.34; number 78, H, carries 0.30; number 79, H, carries 0.32; number 80, C, carries -0.54; number 81, C, carries -0.24; number 82, O, carries -0.50; number 83, O, carries -0.47; number 84, H, carries 0.34; number 85, H, carries 0.25; number 86, H, carries 0.24; number 87, H, carries 0.32; number 88, H, carries 0.29; number 89, H, carries 0.31



> Look up the ΔE to the lowest compared entry with this formula, charge and spin of the first one.

26.88 kcal/mol



> Which of these has the highest HOMO level?

C18H56N2O10



> What is the formula in the second record?

C18H56N3O12